No. 1
14
Properties=species:S:1:pos:R:3 method="wB97M-V/def2-TZVPD" spin_multiplicity=1 total_charge=0 de_lowest_kcal_mol=97.7 smiles="N#C[C@@H]1C[C@H]1/N=N/N" largest_force_ha_per_bohr=0.0871 e_tot_ha=-374.9056 e_homo_ev=-9.2
N 3.52 1.41 -0.66
C 2.55 0.99 -0.19
C 1.40 0.54 0.39
C 1.15 -0.76 1.14
C 0.33 -0.44 -0.15
N -1.00 0.02 -0.25
N -1.96 -0.67 -0.79
N -3.02 0.07 -0.93
H 0.86 1.48 0.67
H 0.63 -0.72 2.12
H 2.03 -1.51 1.04
H 0.58 -1.17 -0.93
H -3.99 -0.23 -1.01
H -3.08 1.00 -0.46

No. 2
15
Properties=species:S:1:pos:R:3 method="wB97M-V/def2-TZVPD" spin_multiplicity=1 total_charge=0 de_lowest_kcal_mol=23.1 smiles="CC(=O)N(C)C" largest_force_ha_per_bohr=0.0547 e_tot_ha=-287.7957 e_homo_ev=-9.2
C -1.30 -1.45 0.22
C -0.52 -0.59 -0.80
O -0.85 -0.49 -1.97
N 0.38 0.20 -0.17
C 0.44 0.50 1.30
C 1.14 1.09 -1.02
H -0.72 -2.09 0.90
H -2.04 -0.80 0.81
H -1.95 -2.09 -0.42
H -0.51 0.86 1.67
H 1.16 1.29 1.40
H 0.79 -0.40 1.77
H 2.15 1.14 -0.60
H 1.15 0.74 -2.06
H 0.67 2.08 -1.04

No. 3
77
Properties=species:S:1:pos:R:3 method="wB97M-V/def2-TZVPD" spin_multiplicity=1 total_charge=0 smiles="CCSCc1cc(OC(=O)c2ccccc2)c(P(=O)(O)O)c2c1C(=O)N(CC(=O)Cl)C2=O.O=[N+]([O-])c1ccccc1.O=[N+]([O-])c1ccccc1" largest_force_ha_per_bohr=0.0204 e_tot_ha=-3502.4250 e_homo_ev=-9.0
C 7.22 2.72 0.33
C 6.26 3.86 0.04
S 4.69 3.34 -0.69
C 4.09 2.30 0.67
C 2.59 2.15 0.66
C 2.05 0.88 0.79
C 0.67 0.67 0.77
O 0.21 -0.62 0.93
C 0.54 -1.47 -0.13
O 0.03 -1.32 -1.20
C 1.52 -2.51 0.23
C 1.54 -3.06 1.50
C 2.46 -4.04 1.83
C 3.37 -4.46 0.87
C 3.36 -3.91 -0.41
C 2.44 -2.93 -0.73
C -0.25 1.72 0.64
P -2.05 1.51 0.64
O -2.66 2.45 1.58
O -2.41 -0.01 0.94
O -2.52 1.64 -0.87
C 0.32 2.99 0.50
C 1.69 3.20 0.51
C 1.92 4.67 0.40
O 2.79 5.34 0.88
N 0.74 5.21 -0.25
C 0.81 5.22 -1.70
C -0.44 5.89 -2.27
O -0.77 7.01 -2.09
Cl -1.39 4.80 -3.30
C -0.33 4.34 0.24
O -1.44 4.71 0.42
H 8.22 3.10 0.54
H 6.89 2.15 1.21
H 7.28 2.04 -0.52
H 6.70 4.58 -0.65
H 6.04 4.41 0.96
H 4.53 1.31 0.54
H 4.43 2.67 1.64
H 2.72 0.04 0.90
H 0.81 -2.74 2.24
H 2.46 -4.45 2.82
H 4.10 -5.22 1.13
H 4.08 -4.26 -1.14
H 2.41 -2.49 -1.72
H -2.09 -0.28 1.81
H -2.70 0.78 -1.28
H 1.66 5.82 -2.03
H 0.91 4.22 -2.13
O -9.63 3.42 -3.22
N -8.62 4.07 -3.38
O -8.41 4.78 -4.35
C -7.57 4.00 -2.35
C -7.77 3.17 -1.26
C -6.78 3.10 -0.29
C -5.61 3.84 -0.43
C -5.44 4.67 -1.53
C -6.42 4.75 -2.50
H -8.68 2.60 -1.17
H -6.91 2.45 0.57
H -4.84 3.77 0.32
H -4.53 5.25 -1.63
H -6.30 5.39 -3.37
O 1.03 -6.36 3.34
N 0.32 -6.45 2.35
O -0.30 -5.52 1.87
C 0.21 -7.76 1.70
C 0.89 -8.84 2.25
C 0.77 -10.07 1.63
C -0.01 -10.21 0.49
C -0.67 -9.11 -0.05
C -0.56 -7.87 0.56
H 1.48 -8.71 3.14
H 1.28 -10.93 2.05
H -0.10 -11.18 0.01
H -1.27 -9.22 -0.94
H -1.07 -7.01 0.15

No. 4
17
Properties=species:S:1:pos:R:3 method="wB97M-V/def2-TZVPD" spin_multiplicity=1 total_charge=0 de_lowest_kcal_mol=50.9 smiles="C=CC(=C)O.O.O" largest_force_ha_per_bohr=0.0189 e_tot_ha=-384.0685 e_homo_ev=-8.6
C 0.03 1.81 0.08
C -1.15 1.22 0.22
C -1.49 -0.12 -0.24
C -2.56 -0.79 0.21
O -0.57 -0.73 -1.08
H 0.78 1.40 -0.58
H 0.30 2.67 0.68
H -1.97 1.64 0.81
H -3.02 -1.59 -0.37
H -3.09 -0.53 1.11
H -1.04 -1.18 -1.79
O 1.58 -1.12 0.81
H 0.76 -1.50 0.49
H 1.83 -1.57 1.61
O 3.07 0.49 -0.74
H 2.62 -0.21 -0.24
H 3.92 0.12 -0.98

No. 5
41
Properties=species:S:1:pos:R:3 method="wB97M-V/def2-TZVPD" spin_multiplicity=1 total_charge=0 de_lowest_kcal_mol=90.6 smiles="CCCNC(N)=O.O.O.O.O.O.O.O.O" largest_force_ha_per_bohr=0.1822 e_tot_ha=-954.5965 e_homo_ev=-9.4
C 3.91 0.60 1.67
C 3.16 0.61 0.33
C 2.35 -0.72 0.22
N 1.21 -0.84 -0.81
C -0.05 -1.19 -0.31
N -0.10 -2.26 0.59
O -1.14 -0.68 -0.72
H 4.92 0.15 1.83
H 4.35 1.58 1.85
H 3.23 0.13 2.41
H 3.89 0.67 -0.59
H 2.71 1.56 0.03
H 3.20 -1.38 -0.05
H 2.04 -1.16 1.17
H 1.32 -0.36 -1.70
H 0.55 -2.99 0.64
H -0.71 -2.35 1.38
O -1.92 1.96 -2.44
H -2.64 1.31 -2.23
H -2.42 2.77 -2.67
O -4.11 -1.07 -2.84
H -3.32 -1.64 -2.86
H -4.13 -0.87 -1.90
O -0.78 2.62 2.35
H -1.32 3.44 2.10
H -0.32 2.37 1.53
O -0.09 2.04 -0.18
H -0.88 2.11 -0.77
H 0.25 3.00 -0.41
O 0.87 2.29 -4.09
H -0.06 1.98 -4.24
H 0.93 2.55 -3.16
O -2.53 -2.72 -1.94
H -2.10 -2.60 -1.22
H -2.54 -3.60 -2.31
O -1.21 -2.66 3.35
H -2.05 -2.84 3.83
H -0.71 -3.47 3.43
O -1.43 0.28 3.07
H -0.97 1.02 3.48
H -1.35 0.35 2.15

No. 6
32
Properties=species:S:1:pos:R:3 method="wB97M-V/def2-TZVPD" spin_multiplicity=1 total_charge=-1 largest_force_ha_per_bohr=0.0567 e_tot_ha=-1167.2500 e_homo_ev=-5.3
C 2.55 -2.37 3.00
C 2.54 -1.12 2.11
C 3.63 -0.20 2.17
C 3.65 0.95 1.36
C 2.59 1.26 0.48
C 1.50 0.35 0.38
O 0.52 0.64 -0.49
C 1.51 -0.80 1.21
H 1.72 -3.03 2.79
H 3.49 -2.93 2.87
H 2.51 -2.09 4.06
H 4.42 -0.40 2.89
H 4.50 1.66 1.39
H 2.59 2.16 -0.11
H 0.71 -1.48 1.11
O -4.79 2.24 -3.16
N -4.13 1.19 -3.27
O -4.38 0.27 -4.08
C -3.01 0.92 -2.35
C -2.27 -0.27 -2.44
C -1.38 -0.63 -1.42
N -0.71 -1.92 -1.50
O -0.89 -2.69 -2.47
O 0.02 -2.28 -0.53
C -1.08 0.17 -0.23
N -1.81 1.41 -0.32
N -1.70 2.37 0.65
N -2.63 3.25 0.39
N -3.37 2.89 -0.70
C -2.82 1.74 -1.20
H -2.41 -0.87 -3.33
H -1.08 -0.38 0.74

| no. | HOMO-LUMO gap (eV) |
| --- | --- |
| 1 | 9.75 |
| 2 | 10.06 |
| 3 | 8.10 |
| 4 | 9.18 |
| 5 | 9.57 |
| 6 | 7.39 |